(1)
39
Properties=species:S:1:pos:R:3:forces:R:3:lowdin_charge:R:1 method="wB97M-V/def2-TZVPD" relative_energy_kcal_mol=0.0 lumo_energy_ha=-0.4101 e_tot_ha=-1549.54244 orbital_gap_ev=6.80 homo_ev=-17.96 charge=+3 spin_multiplicity=1 molar_mass_g_mol=339.38
Al 0.367 0.300 0.476 -0.1 0.0 -0.2 0.28
C 0.374 -2.974 3.103 0.0 0.0 0.0 0.05
C 0.143 -1.963 2.047 0.1 0.1 0.1 -0.14
N 0.909 -0.943 1.827 0.0 -0.2 0.0 0.01
N 1.944 -0.550 2.639 0.0 0.0 0.1 0.08
C 2.151 0.790 2.733 0.0 0.0 0.0 -0.66
N 3.052 1.243 3.564 0.0 0.0 0.0 0.20
S 1.245 1.912 1.764 0.0 0.0 0.0 0.95
C -1.071 -1.940 1.192 -0.1 0.0 0.0 -0.15
C -2.032 -2.921 1.202 0.1 0.0 0.0 0.08
C -3.190 -2.746 0.432 0.0 0.0 0.0 0.06
C -3.333 -1.601 -0.323 0.0 0.0 0.0 0.04
C -2.318 -0.651 -0.302 0.0 0.0 -0.1 -0.01
N -1.217 -0.805 0.440 0.0 0.0 0.1 0.07
H -0.074 -2.620 4.039 0.0 0.0 0.0 0.14
H 1.435 -3.159 3.266 0.0 0.0 0.0 0.11
H -0.089 -3.925 2.855 0.0 0.0 0.0 0.11
H 2.333 -1.206 3.306 0.0 0.0 0.0 0.18
H 3.610 0.645 4.162 0.0 0.0 0.0 0.16
H 3.224 2.239 3.632 0.0 0.0 0.0 0.15
H -1.911 -3.816 1.794 0.0 0.0 0.0 0.14
H -3.961 -3.507 0.437 0.0 0.0 0.0 0.15
H -4.212 -1.424 -0.927 0.0 0.0 0.0 0.15
H -2.387 0.254 -0.893 0.0 0.0 0.0 0.14
N 1.653 0.542 -3.342 0.1 0.0 0.0 0.20
C 1.683 -0.079 -2.176 -0.1 0.0 0.0 -0.05
N 0.852 0.500 -1.300 0.1 0.1 0.0 0.04
C 0.263 1.592 -1.977 0.1 0.0 -0.1 -0.21
C -0.653 2.540 -1.533 -0.1 0.2 -0.1 -0.03
C -1.037 3.501 -2.452 0.0 0.0 0.1 -0.02
C -0.528 3.517 -3.760 0.0 0.0 0.0 -0.01
C 0.385 2.579 -4.200 0.0 0.0 0.0 0.05
C 0.768 1.616 -3.273 -0.1 0.0 0.1 -0.14
H 2.202 0.269 -4.148 0.0 0.0 0.0 0.20
H 2.300 -0.942 -1.982 0.0 0.0 0.0 0.17
H -1.058 2.578 -0.522 0.0 -0.1 0.0 0.11
H -1.742 4.265 -2.154 0.0 0.0 0.0 0.13
H -0.859 4.290 -4.439 0.0 0.0 0.0 0.13
H 0.778 2.600 -5.207 0.0 0.0 0.0 0.14


(2)
17
Properties=species:S:1:pos:R:3:forces:R:3:lowdin_charge:R:1 method="wB97M-V/def2-TZVPD" relative_energy_kcal_mol=9.0 lumo_energy_ha=0.1589 e_tot_ha=-363.71004 orbital_gap_ev=8.45 homo_ev=-4.13 charge=-1 spin_multiplicity=1 molar_mass_g_mol=104.13
C 1.237 0.155 1.086 -0.5 1.0 -0.9 -0.17
C 1.138 -1.209 0.421 0.5 -0.6 -0.8 -0.35
C -0.037 -1.991 1.010 -1.0 -0.4 -2.0 -0.15
H 0.318 0.777 0.843 0.9 -1.0 0.6 0.06
H 2.039 0.720 0.594 0.1 -0.1 0.4 0.06
H 1.411 0.074 2.158 0.0 0.1 0.2 0.05
H 2.102 -1.804 0.545 -0.9 0.7 -0.1 0.10
H 0.998 -1.021 -0.680 0.0 -0.3 1.0 0.10
H -0.214 -3.022 0.581 0.5 0.9 0.2 0.07
H 0.111 -2.134 2.052 -0.2 0.1 1.1 0.04
H -0.961 -1.405 0.756 0.7 -0.4 0.7 0.07
N -1.770 2.137 -2.123 -1.2 0.9 -0.2 0.05
C -0.967 1.351 -1.241 1.9 0.3 0.3 -0.82
O -1.600 0.862 -0.270 0.2 -0.3 -0.4 -0.11
O 0.291 1.265 -1.505 -2.3 0.2 0.1 -0.13
H -2.738 2.229 -1.729 1.6 0.2 -0.6 0.07
H -1.360 3.016 -2.497 -0.4 -1.2 0.6 0.07


(3)
64
Properties=species:S:1:pos:R:3:forces:R:3:lowdin_charge:R:1 method="wB97M-V/def2-TZVPD" smiles=ClCCCl.ClCCCl.ClCCCl.ClCCCl.ClCCCl.ClCCCl.ClCCCl.ClCCCl relative_energy_kcal_mol=30.7 lumo_energy_ha=0.0115 e_tot_ha=-7991.91007 orbital_gap_ev=10.62 homo_ev=-10.30 spin_multiplicity=1 molar_mass_g_mol=791.68
Cl 0.072 4.458 1.347 0.1 -0.4 0.4 0.56
C 0.270 4.277 3.117 0.2 0.3 0.5 -0.65
C -0.054 2.927 3.763 0.7 0.5 -1.3 -0.59
Cl 1.148 1.614 3.321 -0.7 0.8 0.4 0.51
H -0.363 5.041 3.565 -0.4 -0.2 0.0 0.07
H 1.266 4.614 3.399 0.2 -0.3 -0.4 0.07
H -1.037 2.597 3.445 0.0 -0.2 0.2 0.01
H 0.013 3.136 4.819 -0.1 -0.5 0.4 0.07
Cl 2.993 0.679 -2.825 -0.4 -0.4 0.4 0.56
C 3.145 1.823 -4.152 0.2 0.6 -0.4 -0.68
C 2.879 1.183 -5.514 -0.5 -0.2 -0.1 -0.69
Cl 4.312 0.355 -6.140 0.4 -0.2 -0.2 0.55
H 4.157 2.234 -3.988 -0.5 -0.1 -0.8 0.07
H 2.431 2.644 -4.058 -0.1 -0.2 0.4 0.04
H 2.592 1.966 -6.251 0.2 -0.6 0.5 0.08
H 2.101 0.367 -5.473 0.6 1.2 0.1 0.06
Cl 0.126 -2.657 5.921 -0.2 0.2 -0.1 0.55
C -1.242 -1.910 5.058 -0.5 0.0 -0.3 -0.68
C -1.065 -1.930 3.549 0.7 0.0 0.2 -0.67
Cl -0.941 -3.576 2.854 -0.1 0.0 0.1 0.51
H -1.368 -0.865 5.338 0.5 0.1 0.2 0.04
H -2.166 -2.383 5.396 0.2 -0.3 -0.2 0.07
H -0.115 -1.418 3.296 -0.7 -0.2 0.0 0.05
H -1.928 -1.462 3.076 0.1 0.1 0.0 0.04
Cl 0.972 0.094 0.230 -0.2 -0.4 -0.2 0.50
C -0.645 0.419 -0.525 0.3 -1.2 0.6 -0.64
C -1.507 1.052 0.580 1.1 -0.6 -1.8 -0.67
Cl -2.957 1.589 -0.280 -0.7 0.1 0.4 0.56
H -1.083 -0.544 -0.865 0.4 0.6 0.2 0.06
H -0.395 1.013 -1.393 -0.5 0.5 0.0 0.04
H -0.951 1.915 0.891 -0.1 0.4 0.7 -0.01
H -1.673 0.298 1.356 -0.3 0.5 -0.1 0.06
Cl 0.108 -2.878 -4.068 0.2 0.2 0.8 0.54
C 0.302 -2.860 -2.268 0.5 0.7 0.8 -0.63
C 0.822 -4.210 -1.742 -0.4 0.5 -0.9 -0.62
Cl 2.514 -4.573 -2.215 -0.2 0.2 -0.3 0.56
H -0.661 -2.581 -1.831 -0.3 -0.8 -0.2 0.06
H 0.881 -1.977 -1.898 0.3 -0.9 -0.9 0.05
H 0.186 -5.001 -2.154 0.3 0.1 0.3 0.07
H 0.855 -4.228 -0.669 -0.3 0.1 0.5 0.03
Cl -4.908 3.477 2.358 -0.4 -0.2 0.4 0.50
C -5.721 2.451 3.612 0.8 -1.0 -1.4 -0.61
C -5.001 1.061 3.666 -1.2 1.2 1.2 -0.63
Cl -3.299 1.160 4.221 0.0 0.0 -0.6 0.57
H -6.738 2.221 3.257 0.3 0.4 0.2 0.08
H -5.743 3.035 4.521 0.1 -0.2 0.3 0.06
H -5.158 0.530 2.703 0.5 0.2 0.8 0.09
H -5.456 0.584 4.548 -0.2 -0.4 -0.8 0.06
Cl 4.904 -5.128 1.742 0.1 0.4 -0.3 0.50
C 4.778 -3.751 0.581 -0.7 0.7 0.7 -0.64
C 4.120 -2.498 1.251 -0.2 -1.1 -1.6 -0.60
Cl 2.406 -2.908 1.654 0.4 0.3 0.1 0.50
H 4.185 -4.125 -0.266 0.3 0.4 0.4 -0.01
H 5.777 -3.444 0.285 0.1 -0.3 -0.1 0.07
H 4.108 -1.681 0.490 0.0 -0.5 0.7 0.08
H 4.652 -2.214 2.148 -0.1 0.1 0.2 0.06
Cl -2.224 0.839 -3.865 1.1 -0.7 -0.3 0.53
C -0.786 0.535 -4.984 -0.3 0.2 -0.1 -0.60
C -0.779 1.717 -5.914 -1.0 0.9 0.7 -0.65
Cl -0.345 3.268 -5.093 0.2 -0.2 0.2 0.53
H -0.954 -0.385 -5.557 -0.3 0.2 0.3 0.07
H 0.152 0.419 -4.451 -0.2 0.0 0.6 0.03
H -1.831 1.856 -6.152 0.2 0.1 -0.7 0.04
H -0.134 1.740 -6.766 0.3 -0.7 -0.5 0.05


(4)
19
Properties=species:S:1:pos:R:3:forces:R:3:lowdin_charge:R:1 method="wB97M-V/def2-TZVPD" smiles="[H]/N=C/N.C=C(C)C" relative_energy_kcal_mol=72.7 lumo_energy_ha=0.0129 e_tot_ha=-307.11347 orbital_gap_ev=8.57 homo_ev=-8.22 spin_multiplicity=1 molar_mass_g_mol=100.16
C -1.179 1.509 -0.518 -0.2 -0.4 0.4 -0.07
C -0.111 -0.214 -2.066 -0.2 -0.5 0.3 -0.07
C -0.082 0.487 -0.725 2.0 1.6 -0.4 -0.48
C 1.135 0.653 -0.065 -1.2 0.7 -1.8 -0.03
H -1.118 1.969 0.469 0.0 0.0 0.0 0.08
H -1.123 2.308 -1.263 0.1 -0.1 0.0 0.08
H 0.707 -0.930 -2.163 0.0 0.0 0.0 0.08
H -1.049 -0.761 -2.196 0.0 0.0 -0.1 0.08
H -2.162 1.044 -0.614 -0.1 0.1 0.0 0.08
H -0.031 0.500 -2.890 0.0 0.1 0.1 0.08
H 1.295 1.533 0.548 -0.2 -0.2 0.4 0.09
H 2.044 0.281 -0.525 -0.1 -0.4 0.2 0.09
N -0.583 -1.483 1.102 -1.0 0.8 -2.2 0.06
C 0.516 -1.305 1.792 1.5 3.0 -0.4 -0.44
N 0.913 -1.684 2.927 -0.1 -0.8 0.4 0.05
H -0.596 -0.700 0.216 -0.1 -1.9 2.2 0.09
H -1.455 -1.577 1.601 0.0 -0.1 -0.1 0.10
H 1.792 -1.273 3.227 -0.1 0.1 -0.3 0.03
H 1.086 -0.358 1.142 -0.3 -2.0 1.2 0.10


(5)
6
Properties=species:S:1:pos:R:3:forces:R:3:lowdin_charge:R:1 method="wB97M-V/def2-TZVPD" lumo_energy_ha="-0.0288 / -0.1565" e_tot_ha=-764.57552 orbital_gap_ev="7.43 / 3.94" homo_ev="-8.21 / -8.20" spin_multiplicity=2 molar_mass_g_mol=182.92
Rb 0.019 0.722 2.618 0.0 -0.3 0.0 0.82
Cl 0.124 -2.052 1.515 -0.1 0.4 0.0 -0.67
N -0.027 0.282 -1.004 4.6 -0.6 -1.5 -0.64
O 1.049 -0.233 -1.336 -1.8 0.4 0.8 0.17
O -0.112 1.214 -0.255 0.7 2.3 2.9 0.06
O -1.054 0.068 -1.538 -3.5 -2.2 -2.3 0.26


Max |F| across the listed records, respectively: 0.205 2.314 2.176 3.427 4.917 eV/Å.